No. 1
14
Properties=species:S:1:pos:R:3:lowdin_charge:R:1 method="wB97M-V/def2-TZVPD" homo_energy_ev=-16.21 fmax_ev_per_a=2.117 e_lumo_ev=-8.4 charge=+1 e_above_lowest_ev=4.624 gap_ha=0.28573
C 1.88 0.61 1.25 -0.042
C 0.42 0.51 0.77 -0.245
N 0.26 -0.50 -0.18 0.250
H 2.17 -0.35 1.67 0.086
H 2.03 1.40 1.96 0.090
H 2.53 0.76 0.40 0.089
H 0.14 1.49 0.36 0.173
H -0.25 0.35 1.63 0.158
C -1.05 -0.94 -0.48 -0.263
N -1.53 0.07 -1.42 0.178
H -1.05 -1.89 -1.00 0.141
H -1.68 -0.96 0.40 0.141
H -1.66 0.98 -0.98 0.117
H -0.91 0.15 -2.22 0.127

=====

No. 2
9
Properties=species:S:1:pos:R:3:lowdin_charge:R:1 method="wB97M-V/def2-TZVPD" homo_energy_ev="-9.99 / -9.79" fmax_ev_per_a=2.395 smiles="[H]/N=[N+](/[O-])OC" e_lumo_ev="-1.4 / -0.9" e_above_lowest_ev=7.048 gap_ha="0.31473 / 0.32629"
C 1.26 0.21 -0.06 -0.089
N -0.88 -0.71 -0.13 -0.302
N -1.62 0.48 0.36 0.177
O -1.72 -1.45 0.43 0.023
O 0.43 -0.85 0.41 -0.117
H -1.94 0.90 -0.52 0.054
H 1.32 0.22 -1.15 0.085
H 2.25 0.01 0.35 0.090
H 0.90 1.18 0.31 0.079

=====

No. 3
61
Properties=species:S:1:pos:R:3:lowdin_charge:R:1 method="wB97M-V/def2-TZVPD" homo_energy_ev=-9.05 fmax_ev_per_a=0.515 e_lumo_ev=0.6 e_above_lowest_ev=0.128 gap_ha=0.35391
C -5.25 2.07 1.15 -0.038
C -4.33 1.25 1.99 -0.307
C -4.08 -0.04 1.77 -0.057
C -4.63 -0.85 0.63 -0.263
O -4.30 -0.32 -0.65 -0.079
H -3.34 -0.19 -0.68 0.086
H -5.72 -0.86 0.65 0.120
H -4.27 -1.88 0.70 0.110
H -3.41 -0.57 2.44 0.107
C -3.68 1.97 3.15 -0.170
H -4.16 2.93 3.30 0.112
H -3.81 1.38 4.06 0.115
C -2.18 2.18 2.93 -0.195
C -1.90 3.05 1.70 -0.189
H -2.41 4.00 1.82 0.117
H -2.31 2.56 0.81 0.117
C -0.40 3.32 1.47 -0.387
C -0.25 4.49 0.50 -0.069
H 0.80 4.75 0.36 0.069
H -0.76 5.37 0.88 0.075
H -0.67 4.24 -0.47 0.085
C 0.31 2.07 0.94 -0.184
C 1.83 2.21 0.90 -0.205
C 2.55 0.88 0.68 -0.190
H 2.32 0.22 1.52 0.113
H 3.63 1.06 0.70 0.118
C 2.20 0.15 -0.62 -0.391
C 2.53 1.01 -1.84 -0.059
H 3.57 1.31 -1.83 0.087
H 2.34 0.46 -2.76 0.069
H 1.91 1.90 -1.86 0.069
C 2.97 -1.18 -0.67 -0.192
C 2.45 -2.16 -1.72 -0.209
H 1.38 -2.32 -1.56 0.110
C 3.19 -3.49 -1.66 -0.203
H 3.02 -3.95 -0.69 0.121
C 2.78 -4.48 -2.76 -0.447
C 1.34 -4.95 -2.60 -0.081
H 1.21 -5.42 -1.62 0.082
H 0.64 -4.13 -2.69 0.066
H 1.10 -5.69 -3.36 0.074
C 3.73 -5.68 -2.76 -0.089
H 3.67 -6.20 -1.80 0.079
H 3.47 -6.38 -3.55 0.073
H 4.76 -5.36 -2.91 0.073
H 2.87 -3.97 -3.73 0.133
H 4.26 -3.29 -1.75 0.116
H 2.57 -1.73 -2.72 0.110
H 4.03 -0.98 -0.85 0.121
H 2.89 -1.66 0.31 0.116
H 1.13 -0.07 -0.63 0.129
H 2.12 2.92 0.12 0.097
H 2.17 2.63 1.85 0.117
H -0.07 1.85 -0.06 0.117
H 0.07 1.23 1.59 0.110
H 0.05 3.61 2.43 0.138
H -1.75 2.67 3.81 0.116
H -1.70 1.21 2.82 0.099
H -4.80 3.03 0.91 0.080
H -5.50 1.56 0.22 0.069
H -6.17 2.26 1.70 0.090